Entry 1:
{
  "formula": "C3H5O3",
  "method": "ωB97M-V with the def2-TZVPD basis set",
  "homo_energy_ev": -4.62,
  "spin_multiplicity": 1,
  "relative_energy_kcal_mol": 15.38,
  "charge": -1,
  "gap_ev": 8.65,
  "e_lumo_ev": 4.035,
  "species": ["C", "C", "O", "H", "H", "H", "H", "O", "C", "O", "H"],
  "coordinates": [[3.2250, -0.4279, -0.5766], [1.9362, -0.4111, -0.2532], [1.0083, -0.0254, -1.1582], [4.1404, -0.7435, -0.0937], [3.3412, -0.3770, -1.6581], [1.5486, -0.6855, 0.7302], [0.2893, 0.4385, -0.6338], [-1.0911, 0.5002, 0.3125], [-2.3574, 0.4258, 0.4448], [-2.9000, -0.1119, 1.4212], [-2.9066, 0.8735, -0.4031]]
}

Entry 2:
{
  "formula": "C27H43N5O4PrS2",
  "method": "ωB97M-V with the def2-TZVPD basis set",
  "homo_energy_ev": [-9.71, -9.72],
  "spin_multiplicity": 3,
  "s2": 2.002,
  "charge": 1,
  "gap_ev": [7.69, 7.70],
  "e_lumo_ev": [-2.023, -2.017],
  "species": ["Pr", "C", "C", "C", "C", "C", "C", "N", "C", "C", "N", "C", "C", "O", "O", "C", "C", "C", "C", "C", "C", "N", "C", "C", "N", "C", "C", "O", "O", "H", "H", "H", "H", "H", "H", "H", "H", "H", "H", "H", "H", "H", "H", "H", "H", "H", "H", "H", "H", "H", "H", "H", "H", "H", "H", "H", "H", "H", "H", "H", "H", "H", "H", "H", "H", "H", "H", "H", "S", "C", "N", "C", "C", "C", "C", "C", "C", "S", "H", "H", "H", "H"],
  "coordinates": [[-0.7166, 1.3471, 1.5768], [-3.8422, -2.2076, -0.5365], [-2.6873, -2.8914, 0.2018], [-1.7134, -3.6224, -0.7569], [-1.2194, -3.0216, -2.0966], [-0.0208, -3.8408, -2.5633], [-2.2882, -3.0017, -3.1967], [-0.7275, -1.6154, -1.8527], [-0.3627, -0.7440, -3.0256], [1.0488, -0.1792, -2.8188], [1.2995, 0.2808, -1.4451], [0.6653, 1.5775, -1.1565], [-0.8907, 1.4331, -1.2913], [-1.5807, 3.5500, -0.1252], [-1.2915, 0.5930, -0.3975], [2.7388, 0.1775, -1.0655], [3.4637, 1.5198, -0.9407], [2.9788, -0.8280, 0.0733], [2.4593, -0.6491, 1.5083], [2.7835, 0.7277, 2.0706], [3.2106, -1.6724, 2.3776], [0.9622, -0.8422, 1.6216], [0.5303, -2.2256, 1.3228], [-0.8619, -2.5744, 1.8430], [-2.0071, -1.9539, 1.1425], [-2.9771, -1.4047, 2.1262], [-2.4325, -0.0438, 2.5159], [-1.3753, -0.0058, 3.2104], [-2.8724, 1.0003, 1.9567], [-4.1807, -2.8273, -1.3675], [-3.5508, -1.2198, -0.9079], [-4.7108, -2.0669, 0.1054], [-3.1179, -3.7033, 0.8043], [-2.2084, -4.5534, -1.0337], [-0.8342, -3.9307, -0.1919], [-0.3296, -4.8720, -2.7398], [0.7748, -3.8517, -1.8103], [0.3866, -3.4511, -3.5012], [-2.9182, -3.8873, -3.1120], [-1.8295, -3.0267, -4.1871], [-2.9319, -2.1221, -3.1429], [0.1039, -1.6143, -1.2591], [-1.3786, -1.1001, -1.2653], [-1.0905, 0.0624, -3.0713], [-0.4155, -1.3159, -3.9465], [1.2193, 0.5985, -3.5722], [1.7579, -0.9854, -3.0120], [1.0083, 2.3709, -1.8169], [0.9191, 1.8805, -0.1241], [3.2292, -0.3113, -1.9069], [3.0435, 2.1868, -0.1894], [3.4522, 2.0444, -1.8991], [4.5094, 1.3408, -0.6796], [4.0670, -0.9169, 0.1665], [2.6456, -1.8089, -0.2906], [3.8107, 1.0089, 1.8315], [2.6745, 0.7361, 3.1508], [2.1273, 1.5075, 1.6831], [4.2390, -1.3339, 2.5255], [3.2603, -2.6649, 1.9243], [2.7447, -1.7567, 3.3666], [0.7640, -0.7433, 2.6136], [1.2058, -2.9388, 1.7972], [0.6119, -2.4045, 0.2563], [-0.8838, -2.2748, 2.8859], [-0.9614, -3.6650, 1.8477], [-3.0639, -2.0544, 3.0014], [-3.9563, -1.2714, 1.6857], [0.9256, 2.5053, 4.2703], [0.6510, 3.7570, 3.1866], [-0.0463, 3.5566, 2.0703], [-0.2018, 4.7076, 1.3240], [-0.9574, 4.7458, 0.1736], [-1.0420, 5.9157, -0.5489], [-0.3794, 7.0556, -0.0756], [0.3531, 7.0394, 1.1020], [0.4276, 5.8390, 1.8066], [1.2045, 5.4156, 3.3192], [-2.1589, 3.6398, -0.8877], [-1.6285, 5.9626, -1.4605], [-0.4542, 7.9760, -0.6411], [0.8400, 7.9371, 1.4641]]
}

Q: What is the formula in the first record?
A: C3H5O3